Record 1
This record from the Open Molecules 2025 dataset describes a molecular structure, C16H16AuF3N3O2S2. The level of theory is ωB97M-V/def2-TZVPD.

Structure (XYZ):
```
43
Properties=species:S:1:pos:R:3:lowdin_charge:R:1
Au 0.82 -0.18 -0.07 0.705
S 3.09 0.13 0.60 0.889
S -0.88 -1.42 -1.26 0.692
F 1.24 4.55 -1.81 0.177
F 2.26 3.16 -3.10 0.172
F 0.15 3.54 -3.38 0.141
O -0.07 2.49 -0.60 0.019
O 1.27 1.13 -1.77 -0.133
N 0.59 -0.72 2.13 0.042
N -2.06 -0.76 -3.58 -0.148
N -1.92 0.92 -2.19 0.060
C -2.57 1.53 -3.35 -0.085
C 1.13 3.40 -2.46 -0.559
C 4.21 -0.90 4.26 -0.034
C -1.95 -2.08 -4.16 -0.032
C 3.01 -0.44 2.19 -0.578
C -2.74 0.32 -4.30 -0.078
C -0.56 -0.91 2.76 -0.272
C 0.56 -1.36 4.84 0.035
C 4.20 -0.52 2.92 -0.067
C -0.60 -1.24 4.13 0.018
C 1.79 -1.12 4.19 -0.138
C -1.84 -0.73 2.01 -0.039
C 0.74 2.25 -1.49 -0.597
C 3.02 -1.19 4.89 0.030
C 1.76 -0.78 2.83 -0.211
C -1.62 -0.36 -2.40 -0.709
H -1.49 -2.01 -5.15 0.101
H -1.88 0.28 1.59 0.092
H 3.01 -1.47 5.93 0.131
H -2.26 0.48 -5.26 0.131
H -1.56 1.45 -1.40 0.103
H 5.13 -0.27 2.42 0.116
H 0.55 -1.63 5.89 0.134
H -1.34 -2.71 -3.53 0.055
H 5.15 -0.96 4.80 0.123
H -2.94 -2.53 -4.27 0.102
H -1.56 -1.40 4.61 0.126
H -2.69 -0.87 2.67 0.088
H -3.78 0.06 -4.46 0.130
H -3.52 1.96 -3.06 0.126
H -1.94 2.31 -3.78 0.112
H -1.90 -1.43 1.18 0.026
```

Results
* net charge: +1
* HOMO energy (alpha / beta): -0.414 / -0.441 hartree
* 2S+1: 3
* lowest unoccupied orbital energy (alpha / beta): -3.91 / -6.07 eV

Record 2
This record from the Open Molecules 2025 dataset describes C7H12 in the gas phase. The level of theory is ωB97M-V/def2-TZVPD.

Structure (XYZ):
```
19
Properties=species:S:1:pos:R:3:nbo_charge:R:1
C 0.47 1.71 0.74 -0.173
C -1.91 -0.95 -0.76 -0.418
C 1.15 0.90 -0.33 -0.431
C -0.83 -0.33 -1.22 -0.154
C -0.57 1.40 1.50 -0.409
C 0.79 -1.54 0.36 -0.613
C 0.59 -0.48 -0.72 -0.265
H 1.86 -1.61 0.61 0.212
H 0.89 2.70 0.87 0.194
H -2.89 -0.75 -1.18 0.203
H 1.23 1.53 -1.23 0.215
H 1.19 -0.79 -1.59 0.214
H 0.25 -1.32 1.28 0.210
H -0.95 0.39 -2.02 0.196
H -0.97 2.11 2.23 0.199
H -1.85 -1.68 0.04 0.192
H 2.19 0.77 0.01 0.218
H -1.11 0.46 1.42 0.195
H 0.47 -2.52 0.00 0.214
```

Results
* HOMO energy: -0.345 hartree
* lowest unoccupied orbital energy: 1.12 eV
* SMILES: C=CC[C@@H](C)C=C

Record 3
This record from the Open Molecules 2025 dataset describes a molecular structure, C29H29Br3GeIN2O4SeZr. The level of theory is ωB97M-V/def2-TZVPD.

Structure (XYZ):
```
71
Properties=species:S:1:pos:R:3:lowdin_charge:R:1
I 2.52 -1.31 -3.03 0.316
Zr 0.78 0.05 -1.21 1.451
Br 4.70 0.13 1.76 0.853
Br -4.53 4.44 -1.74 0.850
Br 3.01 6.34 -2.51 0.842
Se -0.65 -2.22 -2.34 0.770
Ge -2.42 -4.34 -0.61 0.744
O 0.81 1.78 0.24 -0.091
O -0.74 -0.44 0.35 -0.139
O 2.65 0.81 -0.33 -0.202
O 1.16 -1.46 0.28 -0.170
N 1.39 2.00 -2.61 0.001
N -1.09 1.34 -1.97 0.013
C 3.18 3.54 -2.93 -0.061
C -2.08 -5.67 -1.99 -0.214
C -3.42 1.83 -1.76 -0.060
C 3.86 1.75 2.25 -0.587
C -0.73 -0.59 4.58 -0.058
C 2.71 2.23 1.62 -0.157
C -1.04 -4.36 0.77 -0.201
C 1.23 -1.99 4.44 -0.052
C 2.35 4.59 -2.59 -0.661
C 0.19 -1.17 2.45 -0.153
C 1.20 -1.91 3.06 -0.002
C 2.05 1.58 0.47 -0.563
C -0.84 2.66 -2.09 -0.191
C -4.19 -4.55 0.17 -0.214
C 4.40 2.44 3.32 -0.116
C -0.78 -0.51 3.20 -0.001
C -3.14 3.19 -1.85 -0.659
C -1.84 3.62 -2.02 -0.030
C 0.18 -1.05 0.99 -0.583
C 2.67 2.26 -2.91 -0.128
C 0.58 3.03 -2.34 -0.217
C -1.21 -1.67 -4.12 -0.352
C 1.02 4.34 -2.28 -0.039
C -2.36 0.95 -1.81 -0.091
C 2.12 3.40 2.10 -0.009
C 2.66 4.10 3.16 -0.058
C 3.81 3.61 3.77 -0.053
C -2.37 -2.55 -1.47 -0.565
C 0.27 -1.33 5.20 -0.056
H 4.25 4.14 4.60 0.115
H -4.96 -4.53 -0.60 0.023
H 1.95 -2.40 2.45 0.124
H -0.70 -0.75 -4.39 0.010
H -1.47 -0.08 5.18 0.110
H -3.14 -2.50 -2.24 0.027
H -2.57 -1.78 -0.71 -0.001
H 2.20 5.01 3.51 0.111
H 4.22 3.70 -3.19 0.119
H -1.03 -5.32 1.28 0.031
H -2.10 -6.67 -1.56 0.026
H -4.40 -3.76 0.89 0.022
H -1.23 -3.59 1.51 0.017
H -1.61 4.67 -2.11 0.110
H -2.28 -1.51 -4.12 0.028
H -4.26 -5.51 0.69 0.025
H -0.94 -2.45 -4.82 0.031
H -0.05 -4.20 0.34 0.025
H -4.42 1.46 -1.64 0.119
H 3.29 1.40 -3.12 0.033
H -1.11 -5.52 -2.45 0.015
H -2.52 -0.11 -1.71 0.070
H -1.54 0.06 2.69 0.122
H 0.30 -1.40 6.28 0.112
H 0.36 5.15 -2.01 0.109
H 5.29 2.05 3.81 0.103
H 2.01 -2.56 4.93 0.112
H -2.84 -5.62 -2.77 0.025
H 1.21 3.76 1.62 0.120
```

Results
* net charge: +1
* HOMO energy: -0.412 hartree
* lowest unoccupied orbital energy: -3.79 eV

Record 4
This record from the Open Molecules 2025 dataset describes C5H8O in the gas phase. The level of theory is ωB97M-V/def2-TZVPD.

Structure (XYZ):
```
14
Properties=species:S:1:pos:R:3:nbo_charge:R:1
O 1.85 -0.70 -0.25 -0.569
C -0.30 0.44 -0.21 -0.376
C -0.40 0.23 -1.67 -0.413
C 1.01 0.15 1.82 -0.694
C -1.25 -0.61 -0.78 -0.401
C 1.07 -0.01 0.36 0.557
H 0.50 -0.25 -2.04 0.246
H -0.77 1.31 0.25 0.227
H -2.32 -0.40 -0.75 0.220
H -0.84 1.03 -2.24 0.216
H -1.01 -1.66 -0.64 0.221
H 0.04 -0.42 1.50 0.290
H 1.86 -0.20 2.44 0.244
H 0.56 1.06 2.21 0.232
```

Results
* HOMO energy: -0.355 hartree
* lowest unoccupied orbital energy: 1.00 eV
* SMILES: CC(=O)C1CC1

Record 5
This record from the Open Molecules 2025 dataset describes 18 unconnected molecules or ions with the total composition C36H117N9O18. The level of theory is ωB97M-V/def2-TZVPD.

Structure (XYZ):
```
180
Properties=species:S:1:pos:R:3:lowdin_charge:R:1
O 19.61 -19.56 8.08 -0.054
O 21.01 -15.93 0.27 -0.180
O 19.14 -16.36 9.84 -0.051
O 20.35 -23.69 9.90 -0.225
O 17.14 -18.21 7.50 -0.038
O 17.69 -19.92 13.59 -0.229
O 22.03 -20.63 12.59 -0.089
O 19.98 -13.57 4.81 -0.246
O 15.15 -21.42 10.43 -0.226
O 16.31 -16.14 5.43 -0.034
O 23.32 -19.24 4.63 -0.228
O 17.30 -14.54 9.32 -0.072
O 25.11 -16.15 9.55 -0.174
O 21.76 -24.40 5.07 -0.221
O 13.72 -19.73 4.69 -0.077
O 19.43 -17.62 12.23 -0.026
O 23.97 -21.94 7.40 -0.230
O 20.92 -20.84 9.92 -0.053
N 20.93 -18.55 5.79 0.052
N 14.87 -20.32 7.51 0.062
N 24.07 -18.77 11.86 0.046
N 22.43 -25.30 2.47 0.045
N 19.17 -16.22 3.51 0.052
N 15.09 -19.38 13.87 0.040
N 22.60 -24.93 12.41 0.031
N 19.36 -11.05 3.85 0.031
N 27.01 -23.98 7.42 0.012
C 15.42 -21.59 7.84 -0.446
C 16.92 -19.88 12.42 -0.210
C 20.58 -24.53 11.00 -0.175
C 18.22 -15.42 1.43 -0.038
C 16.50 -22.01 6.87 -0.049
C 20.80 -15.81 1.62 -0.253
C 19.06 -23.15 9.62 -0.107
C 25.13 -16.72 10.85 -0.217
C 21.15 -11.01 2.22 -0.059
C 22.33 -15.47 -0.17 -0.054
C 23.31 -25.46 3.57 -0.450
C 14.25 -22.52 10.66 -0.071
C 22.72 -25.61 10.02 -0.033
C 20.24 -11.92 3.05 -0.424
C 24.17 -19.27 3.49 -0.109
C 26.33 -15.54 9.21 -0.115
C 22.63 -16.98 10.79 -0.053
C 26.31 -22.70 5.66 -0.076
C 15.56 -19.19 12.54 -0.447
C 23.15 -24.31 4.60 -0.117
C 26.38 -22.72 7.14 -0.436
C 19.42 -16.23 2.09 -0.396
C 24.76 -25.50 3.01 -0.075
C 18.78 -20.81 13.74 -0.062
C 23.96 -17.69 10.83 -0.403
C 16.00 -21.53 9.28 -0.181
C 22.15 -24.60 11.10 -0.409
C 15.67 -17.71 12.29 -0.055
C 25.01 -22.80 7.92 -0.144
C 21.44 -23.81 6.30 -0.110
C 22.25 -20.20 4.46 -0.163
C 19.89 -20.59 4.85 -0.029
C 20.49 -14.18 6.04 -0.040
C 21.13 -19.96 5.47 -0.419
C 24.08 -20.50 7.67 -0.054
C 20.93 -12.89 4.02 -0.221
H 25.00 -20.27 8.21 0.082
H 19.85 -10.66 4.65 0.068
H 14.70 -19.50 11.94 0.129
H 21.82 -17.69 10.62 0.062
H 21.60 -13.60 3.53 0.111
H 16.90 -17.88 6.63 0.024
H 23.26 -20.26 8.34 0.068
H 19.12 -16.64 10.76 -0.003
H 21.96 -20.01 3.43 0.122
H 20.16 -19.24 7.37 -0.011
H 24.94 -19.23 11.64 0.079
H 18.39 -15.48 0.35 0.063
H 18.40 -23.97 9.35 0.085
H 17.60 -17.48 7.91 0.039
H 21.60 -25.21 3.05 0.063
H 22.41 -19.78 12.34 -0.036
H 16.72 -20.72 9.42 0.129
H 20.46 -20.21 9.36 -0.026
H 19.01 -22.52 8.73 0.078
H 14.34 -19.96 5.39 -0.026
H 18.79 -18.07 12.78 0.029
H 22.05 -24.22 7.11 0.064
H 22.57 -23.61 10.93 0.128
H 14.70 -17.29 12.01 0.083
H 16.25 -21.91 5.81 0.087
H 19.69 -20.31 3.82 0.084
H 25.14 -18.80 3.67 0.086
H 24.59 -23.75 7.57 0.106
H 25.51 -22.09 5.24 0.069
H 16.52 -22.48 9.41 0.094
H 20.16 -25.51 10.79 0.123
H 22.27 -26.59 10.10 0.074
H 16.87 -23.01 7.11 0.082
H 19.62 -17.05 9.38 0.036
H 23.20 -26.44 4.03 0.135
H 17.22 -15.83 1.52 0.070
H 18.07 -14.98 9.67 -0.038
H 21.57 -16.19 2.29 0.126
H 18.26 -14.36 1.65 0.061
H 19.20 -20.77 14.74 0.096
H 15.80 -15.88 4.66 0.046
H 26.22 -23.70 5.24 0.065
H 22.77 -21.15 4.54 0.108
H 26.65 -24.29 8.31 0.060
H 25.16 -24.52 2.75 0.064
H 24.87 -25.92 2.01 0.068
H 16.44 -15.32 5.91 0.047
H 13.43 -22.40 9.95 0.088
H 21.50 -20.88 11.84 -0.025
H 23.79 -25.65 10.23 0.068
H 26.19 -15.04 8.25 0.085
H 18.59 -21.83 13.40 0.088
H 21.49 -14.48 5.72 0.078
H 27.08 -21.97 7.49 0.131
H 19.28 -17.28 1.86 0.132
H 18.72 -19.50 7.73 0.010
H 21.60 -12.28 4.63 0.125
H 27.27 -22.43 5.22 0.082
H 22.59 -16.38 9.88 0.083
H 25.07 -22.72 9.01 0.128
H 24.00 -19.92 6.75 0.068
H 15.63 -19.66 7.62 0.047
H 23.69 -18.78 2.65 0.082
H 22.31 -14.38 -0.13 0.076
H 20.23 -17.58 12.77 0.057
H 14.22 -20.16 8.27 0.088
H 15.93 -19.01 14.28 0.059
H 21.67 -11.60 1.46 0.067
H 15.03 -20.35 14.15 0.077
H 12.86 -19.95 5.05 0.022
H 18.98 -20.32 5.38 0.067
H 26.02 -17.16 11.29 0.120
H 20.37 -23.96 6.48 0.094
H 14.67 -22.38 7.78 0.136
H 26.60 -14.71 9.86 0.087
H 21.76 -18.06 6.07 0.087
H 20.77 -21.69 9.51 0.001
H 17.31 -13.67 9.73 0.024
H 22.28 -16.36 11.62 0.085
H 18.65 -22.61 10.48 0.086
H 22.34 -26.25 2.13 0.081
H 24.49 -20.27 3.18 0.082
H 23.77 -24.44 5.50 0.111
H 16.72 -20.94 12.22 0.105
H 21.41 -20.29 6.47 0.115
H 20.08 -21.66 4.81 0.080
H 22.50 -15.69 -1.22 0.088
H 17.32 -21.31 6.98 0.055
H 16.49 -17.42 11.63 0.069
H 23.19 -23.29 4.23 0.113
H 27.98 -24.00 7.68 0.078
H 15.96 -17.17 13.19 0.079
H 20.50 -10.33 1.67 0.076
H 20.69 -13.51 6.88 0.087
H 20.87 -14.72 1.65 0.104
H 25.54 -25.89 3.66 0.070
H 23.13 -15.80 0.49 0.084
H 17.46 -19.61 11.51 0.120
H 19.86 -15.04 6.26 0.084
H 18.23 -16.56 3.64 0.060
H 20.55 -18.07 4.99 0.063
H 19.31 -15.26 3.81 0.041
H 13.78 -22.39 11.64 0.082
H 24.21 -18.41 12.79 0.081
H 19.51 -20.27 13.13 0.062
H 21.93 -24.65 13.12 0.068
H 24.97 -15.96 11.61 0.124
H 22.65 -25.21 9.00 0.047
H 14.77 -23.46 10.81 0.091
H 27.13 -16.29 9.09 0.090
H 24.06 -18.27 9.92 0.127
H 19.51 -12.41 2.41 0.123
H 21.73 -22.76 6.40 0.064
H 22.64 -25.94 12.49 0.066
H 21.81 -10.34 2.76 0.078
H 20.15 -24.05 11.88 0.116
H 18.78 -11.74 4.31 0.057
```

Results
* HOMO energy: -0.330 hartree
* lowest unoccupied orbital energy: 0.36 eV

Record 6
This record from the Open Molecules 2025 dataset describes 5 unconnected molecules or ions with the total composition C48H72F14INO10S. The level of theory is ωB97M-V/def2-TZVPD.

Structure (XYZ):
```
147
Properties=species:S:1:pos:R:3:lowdin_charge:R:1
I -6.30 -0.03 0.96 0.775
S -3.20 6.79 1.64 1.063
F 1.32 2.44 -3.59 0.166
F 4.68 3.21 -1.87 0.154
F 2.64 4.64 -1.20 0.154
F 2.78 1.06 -1.85 0.155
F 4.60 5.98 -2.71 0.179
F 2.04 4.98 -3.29 0.158
F 3.15 2.42 0.31 0.114
F 4.32 5.19 -4.73 0.180
F 3.91 2.75 -3.87 0.168
F 0.30 3.53 -2.00 0.156
F 0.61 0.94 -1.55 0.149
F 1.82 0.74 0.70 0.113
F 6.05 4.59 -3.56 0.184
F -2.70 1.26 -0.16 0.067
O 1.34 -3.39 2.22 -0.187
O -6.93 2.84 1.06 0.032
O 0.36 -3.74 -0.53 -0.188
O 1.57 -14.37 -1.37 -0.192
O 3.27 -12.25 -2.49 -0.188
O 0.62 6.83 6.15 0.060
O -7.20 3.36 -2.84 -0.226
O -3.16 -8.77 -2.71 -0.189
O -9.46 3.34 -4.73 -0.188
O -0.32 -9.07 -1.99 -0.201
N -0.72 5.10 1.91 0.075
C -9.02 2.08 -5.20 -0.109
C -4.13 4.49 0.54 -0.034
C -0.47 2.26 1.09 -0.070
C -2.12 6.78 3.05 -0.392
C 2.54 4.06 -2.42 -0.321
C 4.75 4.90 -3.50 -0.530
C -2.36 7.63 4.13 -0.277
C -1.37 -9.88 -1.50 -0.204
C -1.43 7.63 5.17 0.016
C 0.90 2.91 0.83 -0.062
C -0.08 5.94 4.07 -0.094
C -8.41 4.10 -2.67 -0.192
C 3.04 -12.45 -1.11 -0.207
C 3.97 3.69 -2.91 -0.340
C 2.77 -13.90 -0.78 -0.207
C 1.14 5.06 4.04 -0.130
C 1.47 2.94 -2.35 -0.333
C 1.94 -2.81 1.07 -0.202
C -3.55 8.55 4.21 -0.058
C -1.69 3.12 0.86 -0.062
C 7.00 5.07 0.76 -0.108
C -2.80 2.54 0.26 -0.170
C -2.51 -10.01 -2.49 -0.206
C 3.53 4.77 3.20 -0.208
C 2.27 5.63 3.17 -0.184
C -0.31 6.82 5.14 -0.254
C 7.51 3.97 1.71 -0.254
C -0.34 -7.75 -1.48 -0.114
C -6.37 3.87 -3.88 -0.102
C -0.92 -4.03 -0.01 -0.102
C 1.52 -4.79 2.30 -0.112
C 1.70 1.73 -1.39 -0.333
C -3.04 5.11 1.13 -0.435
C 1.76 -15.11 -2.55 -0.113
C 2.14 -11.76 -3.19 -0.105
C 6.38 3.10 2.29 -0.216
C -9.59 3.41 -3.32 -0.203
C -2.75 -8.13 -3.91 -0.111
C 1.88 1.98 0.13 -0.421
C -1.83 4.45 1.29 -0.188
C 0.93 -2.54 -0.02 -0.206
C -6.20 2.09 0.50 -0.807
C -5.19 2.48 -0.56 -0.145
C 4.35 4.91 4.50 -0.204
C -4.02 3.18 0.08 -0.140
C -1.00 5.95 3.02 -0.187
C 6.19 3.25 3.80 -0.203
C 5.84 4.67 4.30 -0.207
H -1.16 -5.06 -0.28 0.074
H 2.43 -14.60 -3.25 0.083
H 1.26 -5.29 1.36 0.078
H 1.50 4.89 5.06 0.117
H 3.25 3.72 3.06 0.106
H -1.68 -3.36 -0.44 0.091
H 4.20 5.92 4.89 0.112
H 2.55 -5.04 2.57 0.089
H 0.85 -5.15 3.09 0.089
H 6.42 5.81 1.31 0.062
H 1.95 -10.71 -2.94 0.084
H -5.60 3.12 -4.07 0.092
H 2.74 -3.46 0.69 0.128
H -4.87 1.58 -1.10 0.094
H -8.30 5.11 -3.08 0.129
H 1.43 -2.03 -0.85 0.124
H -8.76 2.20 -6.25 0.090
H -3.17 -8.64 -4.78 0.088
H 2.68 -14.01 0.30 0.125
H -1.33 -7.30 -1.55 0.078
H 0.79 -15.24 -3.02 0.089
H 2.36 -11.84 -4.26 0.089
H -0.57 1.37 0.47 0.101
H 2.18 -16.10 -2.33 0.088
H -3.20 9.59 4.23 0.088
H -9.71 2.40 -2.89 0.128
H -8.59 4.18 -1.60 0.127
H -3.15 -7.12 -3.88 0.089
H 0.36 -7.16 -2.07 0.094
H -0.95 -3.94 1.08 0.087
H -1.58 8.30 6.02 0.125
H 6.59 2.05 2.08 0.106
H 0.81 3.83 0.27 0.104
H 7.83 5.58 0.27 0.069
H -1.67 -8.09 -4.00 0.083
H -6.94 4.04 -4.79 0.087
H 0.31 7.40 6.85 0.107
H -2.13 -10.43 -3.43 0.126
H -3.25 -10.71 -2.08 0.126
H -10.49 3.98 -3.09 0.127
H -5.72 3.12 -1.26 0.105
H 7.12 2.93 4.29 0.106
H 6.26 5.42 3.62 0.099
H 1.38 3.16 1.77 0.104
H -0.14 5.57 1.23 0.139
H 3.62 -14.52 -1.11 0.126
H 2.20 -11.83 -0.77 0.124
H 0.84 4.09 3.64 0.106
H 8.24 3.36 1.18 0.101
H -5.08 5.01 0.45 0.122
H -0.95 -10.88 -1.31 0.122
H -5.89 4.80 -3.57 0.092
H 4.17 5.03 2.35 0.100
H 2.50 6.64 3.49 0.121
H -4.11 8.36 5.12 0.086
H -1.75 -9.49 -0.55 0.127
H -9.82 1.33 -5.12 0.089
H 1.91 5.69 2.14 0.096
H 3.94 -12.13 -0.57 0.125
H 5.40 2.56 4.13 0.108
H 6.37 4.63 -0.01 0.058
H 1.25 -12.35 -2.97 0.080
H 8.05 4.45 2.53 0.101
H -4.20 8.45 3.35 0.038
H 6.34 4.82 5.26 0.106
H 2.39 -1.86 1.37 0.117
H 3.98 4.22 5.26 0.113
H 0.14 -1.88 0.35 0.124
H -8.14 1.72 -4.65 0.083
H -0.01 -7.73 -0.44 0.088
H -0.50 1.90 2.12 0.141
H 5.45 3.33 1.78 0.079
```

Results
* HOMO energy: -0.292 hartree
* lowest unoccupied orbital energy: 0.32 eV
* SMILES: CCCCCCCCCc1c(O)cc(C)c2c1Nc1c(cc(CC(=O)I)c(F)c1CCC(F)(F)C(F)(F)C(F)(F)C(F)(F)C(F)(F)C(F)(F)F)S2.COCCOC.COCCOC.COCCOC.COCCOC